1.
Molecular formula: C6H16
Method: DFT, ωB97M-V/def2-TZVPD

The geometry in XYZ format:
```
22
Properties=species:S:1:pos:R:3:forces:R:3:mulliken_charge:R:1
C -0.9993 1.2459 1.9503 -0.22 -1.85 -0.44 -0.575
C -2.1541 1.2425 0.8781 -0.90 3.42 -0.79 -0.142
C -2.2354 0.0736 -0.0931 -3.39 0.16 0.79 -0.888
H -0.3859 2.1661 2.0173 -0.55 -0.49 -0.29 0.281
H -1.3565 0.9973 2.9826 0.27 0.14 -0.91 0.255
H -0.3495 0.3758 1.5866 -0.38 1.27 0.92 -0.086
H -3.2319 1.4637 1.3053 2.34 -0.26 -0.59 0.318
H -1.9033 2.1098 0.1485 -0.61 -0.79 1.55 0.135
H -1.4038 -0.5169 0.0743 1.23 -2.07 0.24 0.120
H -3.2815 -0.3767 -0.0014 1.73 -0.41 0.37 0.262
H -2.2745 0.3052 -1.1311 0.47 0.87 -0.85 0.310
C 1.1324 -0.4115 -2.0474 -0.66 -1.73 3.16 -1.137
C 1.7598 -1.3127 -0.9254 -2.96 -1.30 1.78 -0.359
C 2.4937 -0.7012 0.2876 0.60 -2.15 -0.49 -0.730
H 0.5745 -1.0764 -2.6368 -0.80 -0.79 -1.14 0.334
H 1.8562 0.0208 -2.5991 2.50 1.49 -2.01 0.449
H 0.4494 0.3609 -1.7220 -0.07 0.14 0.58 0.231
H 0.8660 -1.8528 -0.3769 1.15 0.92 -1.24 0.177
H 2.2599 -2.2222 -1.2909 0.30 0.76 -0.50 0.403
H 1.7309 -0.3803 1.0410 1.35 0.08 -0.47 0.084
H 3.2477 -1.5013 0.6375 -1.64 0.94 0.26 0.251
H 3.2054 -0.0096 -0.0849 0.25 1.66 0.09 0.306
```
Positions in Å, forces in eV/Å.

Energy relative to the best compared isomer or geometry (same formula, charge and spin), kcal per mole: 45.5
Gap between HOMO and LUMO, eV: 11.76

***

2.
Molecular formula: C6H16
Method: DFT, ωB97M-V/def2-TZVPD

The geometry in XYZ format:
```
22
Properties=species:S:1:pos:R:3:forces:R:3:mulliken_charge:R:1
C 2.1016 -0.3250 1.5181 -0.01 0.77 -0.57 -1.570
C 1.0724 -0.6220 0.4287 0.36 -0.13 -0.40 1.090
C 1.5638 -1.7476 -0.4973 -0.72 -0.10 0.24 -1.465
C -0.2724 -0.9645 1.0527 -0.22 -0.31 -0.22 -1.453
H 3.0129 0.0764 1.0673 0.12 -0.28 0.00 0.408
H 2.3224 -1.2361 2.0488 0.20 -0.29 0.39 0.358
H 1.7841 0.4577 2.2128 -0.26 -0.24 0.08 0.376
H 0.9695 0.2565 -0.2173 -0.09 0.14 0.21 0.107
H 1.3337 -2.7244 -0.0613 0.19 -0.01 0.07 0.342
H 0.9923 -1.6920 -1.4242 0.12 -0.10 -0.16 0.338
H 2.6241 -1.7075 -0.7231 0.15 0.14 -0.02 0.396
H -0.7823 -0.0561 1.3596 -0.05 0.00 0.44 0.268
H -0.9717 -1.5010 0.4035 0.22 0.18 -0.36 0.359
H -0.1167 -1.6586 1.8815 -0.04 0.26 0.28 0.439
C -2.0033 2.0991 -0.4990 -0.93 -0.78 0.11 -0.876
C -1.7866 1.2346 -1.7679 -0.08 1.03 0.43 -0.723
H -2.7626 1.5516 0.0711 -0.21 0.41 0.05 0.255
H -1.2722 2.3145 0.2741 0.91 -0.18 -0.58 0.296
H -2.4143 3.0467 -0.8302 -0.22 0.17 0.20 0.316
H -1.4641 1.8646 -2.5905 0.50 -0.05 -0.13 0.300
H -2.8017 0.9558 -2.0497 0.16 -0.55 -0.11 0.307
H -1.1289 0.3773 -1.6577 -0.10 -0.08 0.04 0.132
```
Positions in Å, forces in eV/Å.

Energy relative to the best compared isomer or geometry (same formula, charge and spin), kcal per mole: 9.9
Gap between HOMO and LUMO, eV: 12.38

***

3.
Molecular formula: C6H16
Method: DFT, ωB97M-V/def2-TZVPD

The geometry in XYZ format:
```
22
Properties=species:S:1:pos:R:3:forces:R:3:mulliken_charge:R:1
C -1.5897 0.7024 -1.8802 0.85 -0.53 0.53 -1.200
C -1.6614 0.2244 -0.4347 -0.34 0.43 0.59 0.399
C -3.0039 -0.4260 -0.1191 -0.06 -0.65 -0.29 -1.289
H -2.4648 1.2711 -2.0946 -0.77 0.40 -0.35 0.387
H -0.7380 1.3657 -2.0337 0.12 -0.15 -0.11 0.323
H -1.5266 -0.1479 -2.5597 -0.01 0.10 -0.16 0.309
H -1.5702 1.0814 0.2276 -0.01 0.41 0.03 0.239
H -0.8223 -0.3930 -0.1263 -0.04 -0.29 -0.31 -0.175
H -3.2067 -0.5665 0.9431 0.16 0.20 0.05 0.341
H -3.0831 -1.4253 -0.5617 0.05 0.08 -0.09 0.326
H -3.8136 0.1613 -0.5534 -0.07 0.09 0.12 0.325
C 2.3780 0.8401 1.6753 0.19 0.59 0.45 -1.092
C 2.3144 0.1181 0.3437 0.72 -1.54 -0.29 -0.143
C 1.6281 -1.2622 0.3977 1.20 -1.57 -0.64 -1.250
H 3.3987 1.1104 1.9546 0.07 -0.25 -0.06 0.299
H 1.8569 1.7957 1.7408 -0.35 -0.11 -0.31 0.258
H 1.9823 0.2108 2.4723 0.03 0.02 0.02 0.299
H 3.3154 -0.1192 -0.0224 0.33 0.18 0.47 0.290
H 1.9773 0.6588 -0.5045 -1.00 1.01 -0.39 0.370
H 1.3980 -1.6145 1.3993 -0.75 0.38 0.07 0.346
H 2.3377 -2.0584 0.0992 0.38 0.44 0.20 0.341
H 0.8936 -1.5271 -0.3633 -0.71 0.76 0.46 0.298
```
Positions in Å, forces in eV/Å.

Energy relative to the best compared isomer or geometry (same formula, charge and spin), kcal per mole: 19.2
Gap between HOMO and LUMO, eV: 11.86

***

4.
Molecular formula: C6H16B4F16NO2Ti
Method: DFT, ωB97M-V/def2-TZVPD

The geometry in XYZ format:
```
46
Properties=species:S:1:pos:R:3:forces:R:3:mulliken_charge:R:1
Ti -0.4249 -1.3739 -2.3356 0.61 -0.18 -0.09 0.996
C -0.1365 -2.4020 2.6065 -1.66 1.61 0.99 -0.770
O -0.1585 -0.9566 2.5102 0.50 0.18 0.07 -0.244
C -1.4273 -0.4576 2.0767 1.13 -2.02 -0.48 -0.277
C -1.2191 0.9615 1.6940 -0.58 1.00 -0.14 -0.767
N -0.1634 1.0298 0.6526 0.44 0.62 0.35 1.379
H 0.6579 0.4805 0.9469 -0.02 -0.11 0.23 0.097
H -0.5408 0.5319 -0.1528 -0.11 -0.28 -0.59 -0.698
C 0.3293 2.4020 0.1900 -0.09 -1.60 0.64 -0.766
C 1.3792 2.8588 1.1733 0.31 0.83 0.39 -0.479
O 0.7762 3.2286 2.4064 -1.32 -0.20 0.46 -0.308
C 1.4421 4.1308 3.2506 0.84 -0.59 -0.42 -0.854
H -0.6315 -2.8801 1.7604 0.51 -0.02 -0.33 0.269
H -0.8164 -2.5073 3.4640 0.26 -1.08 0.18 0.385
H 0.8629 -2.7412 2.8440 0.09 0.07 -0.28 0.198
H -2.2037 -0.5916 2.8369 -0.07 0.13 0.04 0.426
H -1.6124 -1.1216 1.2239 -0.96 0.52 -0.28 0.101
H -1.0100 1.5703 2.5728 0.64 -0.02 -0.19 0.368
H -2.0996 1.4170 1.2368 -0.17 -0.31 -0.04 0.429
H -0.5532 3.0278 0.0954 0.14 0.23 -0.07 0.457
H 0.7786 2.1538 -0.7696 0.02 0.43 -0.07 0.255
H 1.9090 3.7434 0.8048 0.05 -0.15 -0.40 0.519
H 2.0992 2.0574 1.3623 0.06 -0.01 -0.25 0.435
H 0.9675 5.1140 3.2664 0.05 0.09 -0.23 0.242
H 2.4834 4.1724 2.9138 0.06 0.54 0.17 0.373
H 1.4775 3.7547 4.2751 -0.22 -0.16 -0.01 0.260
B 2.3161 -0.8061 -0.0796 0.43 -1.07 -0.29 0.400
F 2.3668 -0.3523 1.2718 -0.26 -0.11 0.18 -0.419
F 1.1112 -1.5571 -0.3047 -0.36 0.79 0.18 -0.145
F 2.3669 0.3609 -0.8448 -0.21 -0.01 -0.26 -0.383
F 3.3389 -1.7069 -0.3369 0.33 0.50 0.14 -0.345
B -2.0539 -3.9542 -1.5580 0.07 -1.01 -1.16 0.547
F -3.0156 -3.8463 -2.5821 -0.20 0.23 0.53 -0.405
F -2.0596 -5.2617 -1.0544 -0.10 -0.20 0.29 -0.388
F -0.7869 -3.7604 -2.2028 0.18 0.80 0.48 -0.507
F -2.2489 -3.0553 -0.5138 0.03 0.46 0.14 -0.312
B 1.3015 -1.7587 -4.7398 0.79 -0.68 -2.20 0.515
F -0.0258 -1.3521 -4.8695 -0.91 0.48 0.78 -0.428
F 1.3479 -3.1451 -4.9212 0.13 -0.19 -0.02 -0.401
F 2.0259 -1.1208 -5.7991 0.02 -0.09 0.38 -0.423
F 1.8555 -1.4378 -3.5243 -0.27 0.42 1.10 -0.272
B -2.0055 1.0575 -2.2117 -1.04 -0.02 -0.32 0.524
F -0.6120 1.0688 -2.3854 0.61 0.60 -0.75 -0.420
F -2.5247 2.2442 -1.7015 0.41 0.71 0.24 -0.401
F -2.7323 0.7001 -3.3319 0.45 0.04 -0.16 -0.361
F -2.1309 0.0807 -1.2163 -0.61 -1.14 1.08 -0.399
```
Positions in Å, forces in eV/Å.

Energy relative to the best compared isomer or geometry (same formula, charge and spin), kcal per mole: 0.0
Gap between HOMO and LUMO (alpha / beta), eV: 2.45 / 9.35
2S+1: 4
Expectation value of S²: 3.7511
Charge: -2

***

5.
Molecular formula: C6H16Br2N4
Method: DFT, ωB97M-V/def2-TZVPD

The geometry in XYZ format:
```
28
Properties=species:S:1:pos:R:3:forces:R:3:mulliken_charge:R:1
C -2.5452 1.2513 2.4447 0.52 5.31 0.65 -1.186
C -1.7551 1.8699 1.2739 -3.16 -4.66 -0.92 -0.710
C -1.7291 0.7763 0.1085 -4.80 -0.18 2.42 -0.741
N -1.2559 -0.6075 0.3946 0.35 -1.51 1.10 -0.192
Br -2.7807 -1.7247 1.0292 1.93 0.72 -0.49 0.106
C 0.0636 -0.9967 0.7118 -3.97 1.20 1.34 0.883
N 0.2893 -1.6340 1.8751 0.62 0.83 -2.64 -0.340
N 1.0092 -0.5229 -0.1256 2.22 -0.76 1.96 -0.186
Br 2.6928 -0.1054 0.7789 -1.09 -0.28 -0.91 0.040
C 0.9408 -0.3794 -1.5612 1.96 2.37 1.20 -0.970
C 1.8798 -1.2145 -2.4789 0.52 1.63 4.25 -0.392
N 3.0559 -0.2252 -2.5151 1.77 -2.65 -5.32 -0.258
H -3.5221 1.0610 2.1328 -1.61 -0.63 -0.33 0.378
H -2.1239 0.4841 2.9965 1.02 -1.69 0.66 0.332
H -2.6188 2.1399 3.1791 -0.16 -1.51 -0.73 0.343
H -0.8388 2.1321 1.5324 4.55 0.79 1.38 0.481
H -2.1542 2.7877 0.9223 -1.05 0.52 -0.65 0.474
H -2.8939 0.6258 -0.2163 3.08 0.40 0.50 0.464
H -1.2264 1.1838 -0.6477 2.13 1.22 -3.50 0.343
H -0.3846 -1.6246 2.6237 -0.10 -0.15 0.01 0.228
H 1.2125 -2.0136 1.9617 0.14 -0.44 0.72 0.213
H 1.0142 0.7579 -1.6797 0.06 -1.49 -0.65 0.502
H -0.0100 -0.6162 -1.7548 -3.84 -0.94 -1.08 0.491
H 1.3377 -1.2759 -3.3802 0.21 -0.52 -1.43 0.410
H 2.1530 -2.1598 -1.8880 -0.11 1.21 -1.60 0.319
H 3.8078 -0.4171 -3.2934 -1.69 -0.01 1.39 0.418
H 3.5888 -0.2639 -1.7111 1.21 0.01 2.67 0.186
H 2.7933 0.7115 -2.7132 -0.70 1.19 -0.01 0.364
```
Positions in Å, forces in eV/Å.

Energy relative to the best compared isomer or geometry (same formula, charge and spin), kcal per mole: 26.2
Gap between HOMO and LUMO, eV: 7.81
Charge: +2

***

6.
Molecular formula: C6H16BrCuO6S2
Method: DFT, ωB97M-V/def2-TZVPD

The geometry in XYZ format:
```
32
Properties=species:S:1:pos:R:3:forces:R:3:mulliken_charge:R:1
Cu -1.4595 1.7002 3.0138 1.04 4.09 -1.57 0.607
Br -2.2289 1.3914 0.9568 -2.51 2.22 2.90 -0.034
O 0.7535 0.5989 -0.3926 -0.45 10.09 -2.34 -0.507
S -0.0496 1.5081 -1.1685 1.42 2.46 -2.08 0.744
O -0.2946 2.8023 -0.5071 -0.04 -1.89 -2.40 -0.554
O 0.7115 1.7233 -2.6625 -1.29 0.34 2.65 -0.243
C 1.3492 0.6087 -3.3939 0.32 1.68 -0.23 -0.008
C 2.0601 1.3112 -4.5738 -0.62 -0.76 -0.37 -1.329
C -1.5765 0.5869 -1.5817 1.67 0.88 -1.37 -0.649
H 0.5123 -0.0443 -3.6413 0.55 -0.37 -0.36 0.319
H 2.1704 0.1650 -2.8309 -0.58 -0.35 0.53 0.231
H 1.4167 1.9743 -5.1520 -0.16 -0.03 0.25 0.347
H 2.3620 0.5185 -5.2585 0.12 -0.07 -0.08 0.410
H 2.9661 1.8545 -4.3054 -0.22 -0.08 0.41 0.333
H -1.3334 -0.4412 -1.8502 0.17 0.08 0.16 0.353
H -2.0000 1.1095 -2.4393 -0.45 0.03 0.35 0.434
H -2.0644 0.6588 -0.6097 -0.48 -1.04 -2.20 0.244
O -1.8975 0.2232 3.6718 -1.02 -3.29 2.10 -0.783
S -1.5371 -1.1909 3.5513 0.66 -5.46 -1.41 1.261
O -2.4868 -2.2247 3.8364 -0.37 1.71 -0.71 -0.535
O -0.9662 -1.5947 1.9982 -0.64 1.30 3.18 -0.294
C 0.0037 -0.7121 1.3590 1.04 -0.12 -1.01 1.067
C 0.6693 -1.3250 0.1299 0.45 -5.54 1.69 -1.309
C -0.2447 -1.6158 4.6736 1.52 1.10 0.15 -0.928
H 0.8549 -0.4256 1.9767 -0.23 -0.09 0.83 0.320
H -0.5002 0.1931 1.0205 0.46 -1.27 0.94 -0.546
H 1.1673 -0.5110 -0.3967 0.93 -4.44 0.25 0.247
H -0.0427 -1.7890 -0.5527 0.02 -0.26 0.09 0.244
H 1.5265 -1.9659 0.3365 -0.62 -1.07 0.64 0.482
H 0.5186 -0.8395 4.6212 0.39 -0.24 -0.24 0.322
H 0.1442 -2.6067 4.4393 -0.12 0.21 -0.47 0.349
H -0.5042 -1.6416 5.7319 -0.98 0.17 -0.25 0.407
```
Positions in Å, forces in eV/Å.

Energy relative to the best compared isomer or geometry (same formula, charge and spin), kcal per mole: 151.1
Gap between HOMO and LUMO (alpha / beta), eV: 7.02 / 4.38
2S+1: 2
Expectation value of S²: 0.7580
Charge: +1